Computed, not measured: a single C2H7NS2 molecule, with wB97M-V/def2-TZVPD.

Summary:
LUMO level in eV: 0.59
E_HOMO in eV: -8.6
Structure (SMILES): NCCSS

```
12
Properties=species:S:1:pos:R:3:forces:R:3
H 0.090 2.353 2.013 0.22 0.09 -0.06
C -0.183 1.345 1.685 0.29 1.04 0.00
N 0.146 0.429 2.757 -0.32 -0.44 0.10
H 1.387 -1.778 -1.507 -0.36 0.06 0.73
H 0.944 -0.153 2.544 0.03 0.08 -0.10
H 0.549 2.082 -0.191 -0.31 -0.16 -0.23
H -0.616 -0.192 2.991 -0.01 0.00 -0.10
C 0.482 1.124 0.332 0.25 -0.03 -0.50
H 1.514 0.764 0.377 -0.19 -0.22 0.28
S -0.600 -0.102 -0.496 -0.33 0.14 1.44
S 0.291 -1.120 -1.948 0.79 -0.09 -1.87
H -1.255 1.460 1.494 -0.07 -0.47 0.31
```
Forces are in eV/Å.

=====

Computed, not measured: 2 unconnected molecules or ions with the total composition C2H7NS2, with wB97M-V/def2-TZVPD.

Summary:
LUMO level in eV: 0.87
E_HOMO in eV: -9.4
Structure (SMILES): C=NCS.S

```
12
Properties=species:S:1:pos:R:3:forces:R:3
H 2.667 0.118 2.540 -1.04 1.08 3.68
H -4.182 0.335 -0.819 -2.11 0.95 2.02
S 2.989 -0.251 1.415 -0.04 -0.32 -4.16
C 1.691 0.854 0.533 0.59 0.52 -0.28
H -4.238 -0.560 -2.466 0.44 0.19 0.33
C 0.168 -0.892 0.016 0.77 -2.44 -1.80
S -3.303 -0.043 -1.621 1.67 -1.13 -2.37
H 2.208 1.257 -0.366 -0.12 -0.15 0.71
N 0.471 0.306 0.022 0.51 1.58 1.05
H -0.736 -1.078 -0.546 -0.51 -0.58 0.37
H 0.882 -1.778 0.136 -0.85 1.21 0.68
H 1.383 1.734 1.156 0.71 -0.91 -0.24
```
Forces are in eV/Å.

=====

Computed, not measured: 2 unconnected molecules or ions with the total composition C2H7NS2, with wB97M-V/def2-TZVPD.

Summary:
LUMO level in eV: -3.47
E_HOMO in eV: -9.2

```
12
Properties=species:S:1:pos:R:3:forces:R:3
H 0.827 -0.923 0.808 -0.15 -0.71 -0.83
S -2.698 0.579 0.523 1.05 -0.68 -1.49
C -1.128 -0.723 -0.171 -0.34 -0.53 1.77
H 0.971 0.942 -1.324 -0.69 -0.62 -0.11
H -1.079 -1.198 -1.147 -0.50 0.72 -0.44
S 3.724 0.326 0.037 -0.56 -0.17 -0.28
C 0.145 -0.177 0.385 0.90 0.44 1.60
H 1.879 0.922 -0.007 0.30 0.68 1.01
H -1.559 -1.447 0.502 0.53 -0.47 0.02
H -0.096 0.311 1.332 -0.45 0.17 -0.06
H -1.898 0.549 -0.621 -0.74 1.03 -0.18
N 0.912 0.837 -0.317 0.64 0.15 -1.01
```
Forces are in eV/Å.

=====

Computed, not measured: 2 unconnected molecules or ions with the total composition C2H7O, with wB97M-V/def2-TZVPD.

Summary:
LUMO level (spin up / spin down) in eV: 8.09 / 8.08
E_HOMO (spin up / spin down) in eV: 4.7 / 0.7
Spin multiplicity: 2
Charge: -2
⟨S²⟩: 0.75

```
10
Properties=species:S:1:pos:R:3:forces:R:3
C -0.416 1.124 0.418 -2.27 -0.27 -0.68
O 1.977 -1.835 0.180 0.20 -0.18 -0.95
H -0.293 -0.084 -1.340 -0.75 -0.66 0.63
H -1.524 -0.830 -0.094 1.32 0.86 -0.28
H 0.490 1.715 0.163 -0.32 -0.59 -0.04
H 0.343 -0.869 0.087 -0.11 -0.49 0.42
H -1.353 1.760 0.060 1.66 -0.78 1.10
C -0.518 -0.306 -0.253 -0.05 1.72 -0.96
H -0.375 0.910 1.501 -0.23 0.77 -0.11
H 1.669 -1.584 -0.722 0.56 -0.38 0.87
```
Forces are in eV/Å.

=====

Computed, not measured: 2 unconnected molecules or ions with the total composition C2H7O2, with wB97M-V/def2-TZVPD.

Summary:
LUMO level in eV: 4.59
E_HOMO in eV: -3.3
Charge: -1

```
11
Properties=species:S:1:pos:R:3:forces:R:3
H -1.300 -0.237 1.824 -0.05 0.62 -1.49
H -2.532 0.831 1.038 0.76 -0.62 -0.30
H -1.463 0.608 -1.237 0.39 -0.20 0.22
C -1.456 0.468 0.932 -1.06 0.97 1.81
H -2.009 -0.930 -0.536 0.34 0.16 -0.22
O 2.466 0.331 -0.115 -2.86 -1.91 1.35
H -0.923 1.416 1.224 0.19 -0.95 -0.72
H 1.401 0.138 -0.402 1.61 0.05 0.02
O 0.085 -0.749 -0.556 -1.35 1.33 -0.17
H 2.324 -0.339 0.638 0.85 1.46 -1.44
C -1.195 -0.158 -0.462 1.15 -0.91 0.94
```
Forces are in eV/Å.

=====

Computed, not measured: 2 unconnected molecules or ions with the total composition C2H7O2P, with wB97M-V/def2-TZVPD.

Summary:
LUMO level in eV: 0.87
E_HOMO in eV: -8.5
Structure (SMILES): C=O.CPO

```
12
Properties=species:S:1:pos:R:3:forces:R:3
H 1.430 1.244 -0.944 0.91 0.67 0.07
O -0.679 0.726 -2.133 1.06 3.27 0.86
H 1.494 -0.442 -0.309 -0.43 1.56 0.46
H 1.181 0.962 0.902 0.32 -0.23 -1.06
P -0.669 0.509 -0.528 -2.22 -0.49 1.23
H -0.868 0.063 -2.724 -0.86 -2.62 -1.56
H -0.932 -2.361 1.838 -1.18 0.08 0.12
C 1.068 0.612 -0.157 0.54 -1.39 0.55
H -1.135 1.846 -0.113 0.67 -0.79 -0.50
H -1.876 -1.857 3.466 1.08 0.40 -0.39
C -0.930 -1.856 2.829 0.53 -1.20 -1.00
O 0.179 -1.492 3.113 -0.42 0.76 1.22
```
Forces are in eV/Å.

=====

Computed, not measured: a single C2H7O2PS molecule, with wB97M-V/def2-TZVPD.

Summary:
LUMO level in eV: 0.69
E_HOMO in eV: -9.5
Structure (SMILES): CPS(C)(=O)=O

```
13
Properties=species:S:1:pos:R:3:forces:R:3
C -1.942 -0.931 0.201 1.40 -2.62 -0.25
H -1.433 0.890 -1.229 0.85 0.20 1.08
C 1.865 1.277 0.102 -1.93 -2.07 0.56
S 0.872 -0.274 -0.008 -0.62 0.58 -3.18
O 0.929 -1.261 0.998 0.67 -0.74 2.67
H 1.812 1.453 -0.949 0.16 1.18 -0.52
H 1.257 1.817 0.813 0.04 0.84 -0.33
O 1.035 -0.826 -1.344 0.28 0.78 0.06
H 2.821 1.133 0.492 1.67 -0.39 0.36
H -2.982 -0.909 0.492 -0.20 0.21 -0.12
H -1.373 -1.485 1.006 -0.88 0.25 -0.71
H -1.764 -1.545 -0.772 -0.51 1.18 1.66
P -1.097 0.661 0.197 -0.92 0.60 -1.28
```
Forces are in eV/Å.

=====

Computed, not measured: a molecular structure, C2H7O3PS, with wB97M-V/def2-TZVPD.

Summary:
LUMO level in eV: -1.50
E_HOMO in eV: -9.4

```
14
Properties=species:S:1:pos:R:3:forces:R:3
H 1.037 -2.078 0.217 0.05 -0.38 -0.83
C 1.695 -0.231 1.231 -0.13 1.90 -2.22
O -1.831 -1.483 0.926 -0.01 -0.51 -0.16
H -3.431 -0.119 -0.940 0.41 0.12 -0.06
S -1.282 -0.355 0.219 1.26 0.63 0.11
O 1.460 1.144 1.330 -0.92 0.23 0.16
H 1.079 -0.706 1.923 -0.60 -1.48 1.33
O -1.132 0.869 1.029 -0.41 -0.42 -0.74
C -2.374 -0.051 -1.218 2.45 0.60 -0.94
P 1.322 -0.882 -0.508 -2.71 0.09 1.48
H -1.991 -0.884 -1.859 -0.94 0.54 0.23
H 2.736 -0.468 1.257 0.87 -0.10 0.87
H 0.444 1.201 1.392 1.70 0.27 -0.19
H -1.995 0.925 -1.714 -1.03 -1.49 0.98
```
Forces are in eV/Å.

=====

Number 1: E -25347.582 eV. Number 2: E -25346.238 eV. Number 3: E -25341.377 eV. Number 4: E -4229.022 eV. Number 5: E -6282.091 eV. Number 6: E -15569.730 eV. Number 7: E -26404.669 eV. Number 8: E -28451.030 eV.